Entry from the OMol25 dataset: 2 unconnected molecules or ions with the total composition C5H12O2 (ωB97M-V/def2-TZVPD).

Last column: natural (NBO) charge in e.
CARTESIAN COORDINATES (ANGSTROEM)
H: -3.16699 -0.26317 1.19481  0.48
H: -0.56706 0.35900 1.99580  0.48
H: -2.20821 -0.97879 -0.80310  0.15
H: 2.11624 -1.04110 -1.79911  0.21
C: 0.56602 -0.40651 -0.31637  -0.21
O: 0.21515 0.92552 2.04559  -0.97
H: 1.95253 0.75069 -1.44716  0.21
C: -2.04601 0.02752 -0.37944  -0.05
H: -2.78409 0.68728 -0.87118  0.17
C: 1.80951 -0.27374 -1.10958  -0.42
C: -0.63110 0.51942 -0.72064  -0.42
H: 2.62133 0.41429 0.82146  0.23
H: 2.38670 -1.36662 0.71334  0.22
H: 0.18741 -1.41312 -0.15036  0.21
O: -2.26000 0.01570 1.02052  -0.74
H: 0.91954 0.36339 1.70268  0.47
C: 2.04603 -0.39076 0.34756  -0.46
H: -0.62724 0.50605 -1.82511  0.21
H: -0.52974 1.56496 -0.41973  0.24

Output
Energy above the lowest of the compared OMol25 structures with the same formula, charge and spin   61.0 kcal per mole
HOMO energy   -9.72 eV
DFT total energy   -348.10769 a.u.
2S+1   1
SMILES string   OCCC1CC1.O

Entry from the OMol25 dataset: 2 unconnected molecules or ions with the total composition C11H15N at a distorted geometry (ωB97M-V/def2-TZVPD).

Last column: natural (NBO) charge in e.
CARTESIAN COORDINATES (ANGSTROEM)
C: 1.10039 1.58392 -1.50773  -0.25
C: -0.89799 0.85025 0.27602  -0.18
H: 1.12038 -0.68519 3.80161  0.22
H: -3.57337 -3.17023 -0.20954  0.20
H: -0.41570 -0.03815 3.21692  0.22
H: -2.13192 -3.26078 -2.21743  0.20
C: -0.23407 1.84249 -1.79468  -0.20
H: 1.89291 1.82033 -2.20414  0.21
H: -1.22876 -2.41572 -1.16841  0.21
C: -3.31982 -2.19276 -0.63967  -0.62
H: -0.35821 2.39020 -2.71762  0.21
C: -2.20506 -2.31759 -1.65912  -0.62
C: -1.21886 1.36588 -0.96185  -0.25
C: 0.43857 -0.66940 2.95576  -0.63
N: 2.57660 0.30469 0.11891  -0.52
H: -2.26052 1.55348 -1.19092  0.21
C: 2.37525 -0.32848 1.31347  -0.03
H: -2.88921 -1.67431 0.22060  0.21
H: 3.15217 -0.90692 1.78117  0.21
H: -1.70791 0.68205 0.98205  0.21
C: 1.39159 0.79903 -0.38209  0.15
H: 0.00018 -1.66750 2.87946  0.21
H: -2.10200 -1.48608 -2.34780  0.21
C: 0.42042 0.55593 0.64727  -0.11
H: 3.49030 0.30892 -0.30625  0.41
C: 1.06618 -0.16760 1.68734  -0.09
H: -4.29670 -1.79389 -0.89337  0.21

Output
Energy above the lowest of the compared OMol25 structures with the same formula, charge and spin   16.1 kcal per mole
HOMO energy   -7.73 eV
DFT total energy   -482.88956 a.u.
2S+1   1
SMILES string   Cc1c[nH]c2ccccc12.CC

Entry from the OMol25 dataset: a molecular structure, C33H31N10OPtSe2 (ωB97M-V/def2-TZVPD).

Last column: Löwdin charge in e.
CARTESIAN COORDINATES (ANGSTROEM)
C: -5.51217 0.89029 1.03885  0.01
H: -3.52866 -7.08156 0.27197  0.15
H: -1.41171 -2.23097 1.28279  0.08
C: -0.94423 2.86895 2.79346  -0.13
H: 3.02717 -0.59188 -7.34061  0.13
C: 0.89552 0.65444 -5.02867  0.01
C: -2.69565 1.12842 -1.43650  -0.02
H: 6.52432 3.64237 1.36512  0.12
C: 3.07938 1.47529 2.10984  -0.62
Se: 1.65128 0.50376 1.32505  0.70
C: -5.43012 -0.46003 1.31715  0.00
N: -2.37683 -3.55723 -0.61315  -0.01
C: -0.10282 -2.91104 -3.15343  -0.09
H: 1.12671 -3.79348 -4.47663  0.18
N: -1.91521 0.23601 -1.91786  -0.19
H: -4.36118 -2.28100 0.88018  0.11
C: 0.14929 3.27507 2.03383  -0.63
C: -1.24711 3.54630 3.96376  -0.06
H: -0.36101 -3.85967 -2.70910  0.14
H: -1.63170 -3.43341 2.51410  0.13
H: -4.14577 -7.47298 -1.81939  0.10
C: 0.93341 4.35284 2.43134  -0.13
N: 0.75270 -2.91124 -4.15485  0.17
C: -3.17578 -6.08117 0.06047  0.00
H: 2.46076 1.43574 4.08780  0.17
C: 5.96504 3.75349 4.73756  -0.03
H: 0.44341 1.57923 -4.70028  0.12
H: -4.67353 -6.04624 -2.74487  0.11
H: 1.77404 4.67007 1.82663  0.10
C: -0.39280 -0.57746 -3.28321  -0.24
H: 3.85340 1.21710 -0.39450  0.07
N: -0.66194 -1.82065 -2.68022  -0.04
C: 4.81234 3.00903 4.86340  0.02
C: 0.61571 5.03154 3.60132  -0.05
C: -4.60732 1.45018 0.14067  0.03
C: 4.41428 2.02305 0.06963  0.01
H: 7.47831 4.56821 3.44715  0.12
C: 0.55981 -0.53684 -4.37290  -0.08
C: -2.24284 -3.98594 0.64943  -0.38
C: -3.82762 -6.53994 -2.27415  0.03
N: -3.27606 -5.67365 -1.22053  -0.03
H: -6.11986 -0.93856 1.99737  0.13
N: 4.11054 2.05257 1.49533  -0.04
C: 2.01877 -1.76683 -5.87737  0.02
C: 4.88828 2.71035 2.44860  -0.14
H: 4.13907 2.97440 -0.38262  0.11
H: 1.21145 5.88025 3.90952  0.12
C: 2.33948 -0.58135 -6.50600  -0.02
H: -2.65382 2.15660 -1.77482  0.15
H: -2.55829 -5.63238 2.04192  0.13
H: 2.03557 1.54477 -6.59593  0.12
C: 6.05163 3.46481 2.32083  0.02
C: 6.57385 3.97744 3.48848  -0.03
H: -1.55110 2.03189 2.47010  0.09
H: -3.06846 -6.73220 -3.02754  0.11
H: 5.47873 1.84413 -0.05816  0.11
Se: 0.59596 2.38330 0.40318  0.68
N: -0.99293 0.50566 -2.88997  0.12
C: -4.44596 -1.21886 0.69751  -0.08
C: 4.28566 2.49347 3.68332  -0.16
N: 3.16370 1.71833 3.42202  0.16
H: 4.34821 2.83702 5.82451  0.13
C: -2.83760 -4.41534 -1.61120  -0.51
C: 1.12692 -1.73372 -4.81320  -0.15
N: -1.72896 -3.14708 1.55516  0.18
N: -3.57375 -0.69018 -0.15611  -0.07
C: -3.65667 0.64193 -0.44395  -0.23
H: -4.65033 2.49992 -0.11591  0.14
C: -2.65263 -5.28667 1.02480  0.02
H: 6.41845 4.17755 5.62263  0.12
O: -2.84936 -4.07907 -2.77650  0.05
C: 1.77922 0.62842 -6.08319  -0.03
H: -2.09608 3.24134 4.56109  0.11
Pt: -2.10971 -1.59348 -1.27380  1.22
C: -0.46920 4.62709 4.36518  -0.05
H: 2.44475 -2.70497 -6.21013  0.13
H: -0.71708 5.16021 5.27316  0.12
H: -6.27326 1.50423 1.50102  0.13

Output
Net charge   +3
Energy above the lowest of the compared OMol25 structures with the same formula, charge and spin   16.7 kcal per mole
HOMO energy   -15.51 eV
DFT total energy   -6820.41306 a.u.
2S+1   1

Q: What is the DFT total energy in the third record?
A: -6820.41306 a.u.

Q: Which value of energy above the lowest of the compared OMol25 structures with the same formula, charge and spin does entry 3 give?
A: 16.7 kcal per mole

Q: Which of these has the highest HOMO energy?
A: C11H15N